Record 1
{
  "formula": "C5H14NO",
  "method": "wB97M-V/def2-TZVPD",
  "symbols": ["H", "H", "H", "H", "C", "H", "H", "C", "C", "C", "O", "H", "H", "H", "H", "H", "N", "H", "H", "C", "H"],
  "positions_angstrom": [[0.48012, -2.71687, 0.09667], [-1.62308, -1.92686, 1.41127], [-2.25558, 1.60040, -0.51230], [1.55260, 1.79610, -0.73394], [0.53823, -0.54857, -0.23263], [0.89759, 0.20484, 1.85871], [-0.63335, 0.04853, -1.86191], [-0.30370, 0.48918, -0.87428], [-0.15830, -1.85187, 0.18857], [-1.53658, 0.87554, -0.08024], [-0.68135, -1.75608, 1.52247], [0.14455, 2.69435, -0.75624], [2.31994, 0.12656, 0.93860], [-1.02403, -1.95079, -0.48381], [-1.95655, 0.11306, 0.54457], [0.63840, 1.85808, -2.27268], [1.39990, -0.27110, 1.11002], [1.54453, -1.27604, 1.42048], [1.32630, -0.84858, -0.95615], [0.55279, 1.77037, -1.16975], [-1.22245, 1.56973, 0.84259]],
  "atomic_forces_ev_per_a": [[0.332, -0.276, -0.005], [0.042, -0.025, 0.619], [0.287, -1.106, -0.419], [0.208, -0.594, -0.157], [1.677, -2.233, 0.648], [-0.089, 0.088, -0.128], [0.505, 0.230, 1.027], [-0.351, 1.931, -0.276], [-1.713, 0.717, -0.453], [0.639, 2.827, 3.158], [0.156, 0.016, -0.608], [-0.551, -0.221, -0.277], [-0.127, 0.362, -0.033], [0.506, -0.350, -0.123], [-0.874, -0.777, -0.564], [0.210, 0.302, 0.754], [-0.466, -1.689, -0.981], [0.026, 1.636, 0.066], [-0.253, 0.352, 0.473], [-0.183, -0.048, -0.965], [0.017, -1.142, -1.755]],
  "e_lumo_ev": -3.49,
  "orbital_gap_ev": 11.481,
  "smiles": "CC(C)[C@@H]([NH3+])CO",
  "total_charge": 1,
  "multiplicity": 1
}

---

Record 2
{
  "formula": "C4H9NO2",
  "method": "wB97M-V/def2-TZVPD",
  "symbols": ["C", "C", "C", "N", "H", "H", "H", "H", "O", "O", "H", "H", "C", "H", "H", "H"],
  "positions_angstrom": [[-1.13523, 0.83460, 0.34157], [1.66090, -0.20629, -1.30389], [1.22851, 0.54788, 1.04589], [1.75257, -0.08896, 0.09254], [-1.84770, 1.62550, 0.60464], [-2.75928, -0.51016, -0.16879], [2.23524, 0.83615, 1.37932], [0.76926, -0.69955, -1.65816], [-1.08189, -1.58900, -0.05516], [-0.05573, 0.98425, 1.31463], [-0.27976, -1.60304, 0.47912], [-2.13245, -0.67865, 1.48125], [-1.84594, -0.51501, 0.43493], [1.72960, 0.82483, -1.67387], [2.53926, -0.77172, -1.63557], [-0.77736, 1.00917, -0.67846]],
  "atomic_forces_ev_per_a": [[0.078, -0.099, -0.048], [-0.251, -0.368, -0.642], [0.568, -0.374, -1.397], [0.134, -0.133, -0.181], [0.218, -0.128, -0.036], [0.103, 0.270, 0.091], [-1.442, 1.193, 3.110], [-0.492, -0.086, -0.475], [0.310, -0.043, 0.136], [0.925, -0.100, -0.158], [0.170, -0.251, -0.105], [-0.033, -0.007, -0.029], [-0.054, 0.341, 0.173], [-0.094, -0.342, -0.398], [-0.243, 0.165, -0.222], [0.101, -0.039, 0.181]],
  "e_lumo_ev": 0.84,
  "orbital_gap_ev": 9.365,
  "smiles": "C/N=C\\OCCO",
  "total_charge": 0,
  "multiplicity": 1
}

---

Record 3
{
  "formula": "C7H18ClI2OP2Ti",
  "method": "wB97M-V/def2-TZVPD",
  "symbols": ["P", "C", "C", "H", "C", "H", "Ti", "H", "I", "H", "C", "H", "H", "H", "O", "H", "H", "H", "H", "H", "H", "P", "C", "H", "H", "H", "Cl", "H", "H", "C", "C", "I"],
  "positions_angstrom": [[2.37217, 0.00164, -0.06997], [-3.27413, 0.05464, 1.51713], [3.05857, -1.45076, -0.93257], [-4.35603, 0.05094, 1.35183], [-3.03943, 1.37594, -1.04587], [-2.95133, -2.35496, -0.30687], [-0.00003, -0.00586, 0.15653], [-2.94183, 2.30774, -0.48707], [-0.00013, 2.72934, 0.22123], [3.00107, -0.78866, 2.12543], [3.27337, 0.07784, 1.51643], [4.11207, -1.26846, -1.16877], [4.08117, 1.19964, -1.29077], [2.93627, 2.32244, -0.48587], [0.00057, 0.10764, 3.37683], [-2.99573, -0.81206, 2.12323], [2.44117, 1.47464, -1.96467], [-4.09093, 1.18164, -1.28107], [-2.47093, -1.61976, -1.84897], [-4.10133, -1.28796, -1.17787], [4.35527, 0.08134, 1.35133], [-2.37223, -0.01186, -0.06917], [-3.04903, -1.46766, -0.93397], [2.95827, -2.33986, -0.30847], [2.98287, 0.98934, 2.04643], [-2.99043, 0.96634, 2.05053], [-0.00193, -0.09876, -2.25137], [-2.45603, 1.45624, -1.96657], [2.48747, -1.60236, -1.85217], [0.00037, 0.06824, 2.24953], [3.03097, 1.39244, -1.04827], [-0.00013, -2.72906, 0.40383]],
  "atomic_forces_ev_per_a": [[3.439, 0.044, -0.162], [0.465, 0.003, 0.127], [-0.384, -0.072, -0.078], [0.159, -0.005, -0.103], [0.369, 0.045, -0.082], [-0.100, 0.060, -0.006], [-0.001, -0.293, -4.696], [-0.102, -0.055, -0.002], [-0.006, -1.279, 0.386], [0.131, 0.064, 0.001], [-0.466, 0.001, 0.124], [-0.164, 0.030, 0.077], [-0.164, -0.013, 0.076], [0.102, -0.055, -0.003], [0.000, -0.058, -1.696], [-0.133, 0.065, 0.002], [0.182, 0.030, 0.019], [0.162, -0.016, 0.077], [-0.176, -0.026, 0.025], [0.167, 0.027, 0.077], [-0.158, -0.007, -0.103], [-3.439, 0.018, -0.163], [0.372, -0.060, -0.077], [0.100, 0.060, -0.006], [0.136, -0.065, 0.010], [-0.134, -0.067, 0.007], [0.005, 0.098, 2.113], [-0.179, 0.030, 0.021], [0.174, -0.024, 0.029], [0.000, 0.125, 3.771], [-0.361, 0.037, -0.082], [0.008, 1.357, 0.317]],
  "e_lumo_ev": [-9.72, -11.65],
  "orbital_gap_ev": [7.062, 5.066],
  "s2": 0.9177,
  "total_charge": 2,
  "multiplicity": 2
}

---

Record 4
{
  "formula": "C63H45BrF3N2O20",
  "method": "wB97M-V/def2-TZVPD",
  "symbols": ["O", "H", "H", "O", "H", "C", "C", "C", "O", "C", "C", "C", "H", "O", "H", "O", "H", "C", "H", "C", "H", "H", "C", "C", "H", "C", "C", "O", "H", "O", "C", "C", "C", "C", "C", "H", "H", "C", "C", "C", "C", "C", "C", "H", "H", "C", "C", "C", "H", "C", "C", "C", "O", "H", "C", "O", "H", "H", "C", "H", "O", "C", "C", "C", "H", "F", "C", "C", "H", "O", "H", "H", "O", "Br", "H", "C", "C", "H", "C", "H", "N", "C", "O", "C", "H", "H", "F", "C", "C", "C", "C", "H", "C", "H", "H", "C", "H", "O", "C", "O", "H", "C", "C", "C", "F", "H", "H", "C", "H", "H", "H", "C", "H", "O", "O", "C", "H", "C", "C", "C", "O", "H", "C", "C", "H", "C", "O", "C", "C", "H", "H", "N", "C", "O"],
  "positions_angstrom": [[-2.57841, 4.75247, 4.83222], [6.30571, 4.90184, 1.79134], [4.85739, -1.72200, -6.96928], [-12.74956, 3.93780, 4.19547], [1.03109, 2.99256, 2.89600], [0.96075, -3.50108, -1.92808], [-1.18574, -0.84377, -3.80786], [0.14694, -0.65401, -4.08713], [-11.78684, 0.50439, 8.11192], [-12.52896, 3.15090, 5.09173], [4.01516, -0.36937, -2.55978], [0.49983, -0.22667, -5.34295], [1.29831, -6.52795, -3.55587], [-8.83824, 2.36901, 2.89405], [-0.21510, 0.36013, -7.15916], [0.04308, -7.44784, -1.47745], [-0.01740, -3.24189, 0.01314], [4.67800, 1.32224, -0.79067], [-0.58153, -5.65094, 0.28990], [4.21591, 4.87311, 2.13054], [6.59661, 2.19023, -1.02851], [-10.61956, 2.45177, 4.27071], [-2.18329, -0.60408, -4.76228], [2.82419, 6.25954, 0.52649], [6.40172, -3.11967, -5.60597], [3.72544, -0.38104, 4.06196], [1.94366, 0.35911, 2.41523], [4.10256, 1.30563, 2.46048], [5.44931, -0.72168, -4.07906], [-0.30377, 2.07334, 0.87018], [7.28413, -2.41129, -9.38548], [2.87738, -1.26458, 4.58292], [-4.33838, 0.33790, -3.75650], [5.26750, 6.14853, 0.31741], [-0.82617, 2.68846, 1.78164], [4.73699, -0.26489, 4.43087], [2.41156, 0.82819, -5.19395], [-5.53389, 3.38583, 2.10420], [-6.44541, 1.81524, 0.33555], [-2.05503, 4.14006, 3.92641], [-12.00695, 1.29109, 7.21548], [-7.79533, 2.45333, 2.28246], [1.03466, -5.78482, -2.81390], [4.40543, 1.85284, 0.11376], [0.08415, -0.63949, 2.56684], [4.81318, -4.13464, 6.70817], [2.88139, 5.35391, 1.69857], [-6.67701, 3.29322, 2.77821], [-2.85258, 2.57569, 0.94811], [5.18185, -0.19016, -3.17322], [3.83800, -4.73628, 7.64799], [1.09610, -0.52352, 2.93582], [8.58182, -4.13990, -6.57147], [6.55159, -4.56411, 5.44771], [-3.62517, -0.87500, -4.39188], [4.76536, -2.95440, 6.42030], [1.66899, 1.00910, 1.59436], [-6.84507, 3.81977, 3.70911], [-2.85396, 3.62922, 2.78393], [3.26506, -1.05650, -2.92809], [5.28756, -1.16174, -9.45554], [1.97102, -0.05158, -5.67103], [0.31458, -6.27718, -1.61101], [1.33425, -4.49629, -2.95830], [1.84049, 6.59837, 0.22663], [-6.62367, 0.67543, -4.40675], [3.89158, -6.02738, 7.96434], [-0.02694, 3.19765, 2.92059], [-14.36841, 3.59975, 6.19547], [0.72003, -2.20871, 4.53455], [-13.91510, 1.98861, 8.03744], [3.91024, 7.29010, -0.97076], [-4.28232, 2.73560, 0.21698], [-3.00905, 0.18197, -7.35670], [6.65443, -6.97971, 6.03779], [-0.59805, 3.87163, 3.91474], [-1.75619, -0.16038, -5.98131], [-0.03182, 4.25302, 4.75466], [6.19354, 0.76010, -2.64000], [-3.62870, -1.69372, -3.66527], [2.52574, -2.18412, -6.26961], [3.67329, 0.37393, -1.32419], [2.60408, 0.20963, -0.77589], [7.83215, -3.45888, -7.23390], [4.23586, 4.21100, 2.98697], [7.47152, -2.18220, -10.42662], [-6.08381, -1.33000, -3.76489], [-13.47779, 2.98466, 6.22077], [5.32273, 5.24195, 1.49082], [-5.32874, 2.65337, 0.83150], [6.04635, -1.84565, -8.79947], [-3.91613, 3.83583, 2.80911], [8.11318, -3.15879, -8.66005], [-3.98250, 0.56069, -2.74425], [3.08867, -4.07037, 8.05703], [-11.05939, 1.45787, 6.08689], [0.93770, -0.86609, -3.35431], [1.23286, -2.31936, -2.06032], [-7.58922, 1.72135, 1.00878], [2.68493, -1.21713, -5.23718], [-1.46664, -1.20659, -2.82098], [4.92873, -6.91954, 7.38850], [-11.30025, 2.31894, 5.10131], [-2.28466, 2.95551, 1.78933], [-6.25571, 0.26250, -2.32283], [-4.70755, 3.99403, 2.44947], [2.15077, 0.02850, -6.75442], [5.90474, -6.31479, 6.44735], [-10.16879, 0.84261, 6.11245], [3.15361, -1.91445, 5.40301], [9.02204, -3.57990, -9.07012], [-5.83753, -0.02214, -3.57685], [-6.27819, 1.29104, -0.59279], [6.27408, 6.48307, -0.26822], [4.97662, -8.09534, 7.67440], [5.76520, -2.14483, -7.37567], [-8.41626, 1.11378, 0.66357], [3.32552, 0.49805, 2.93844], [-0.05751, -5.27517, -0.57968], [0.24387, -3.98727, -0.72800], [1.87117, 5.01571, 2.28353], [-4.15016, -1.18352, -5.30131], [5.84970, -5.02357, 6.13211], [5.84849, 1.50191, -1.40115], [3.18927, -6.48547, 8.64892], [1.49509, -1.40421, 4.06005], [2.71001, -3.25202, -5.84572], [6.59047, -2.89088, -6.64791], [-13.23561, 2.12330, 7.20545], [1.85959, -4.11834, -3.82601], [-4.33816, 1.23495, -4.38295], [-0.45527, 0.01710, -6.23075], [3.93038, 6.62907, -0.11360], [7.25641, 0.91978, -3.19922]],
  "atomic_forces_ev_per_a": [[-0.104, 0.029, 0.032], [0.015, 0.030, -0.023], [0.031, 0.089, -0.041], [0.007, -0.029, 0.031], [0.000, 0.011, 0.017], [0.068, -0.071, 0.120], [-0.206, -0.104, 0.241], [0.556, -0.018, 0.387], [-0.013, 0.035, -0.037], [-0.020, 0.040, -0.036], [0.017, -0.011, -0.103], [1.172, 0.173, 0.747], [-0.014, -0.034, 0.032], [0.123, -0.013, -0.097], [0.108, -0.107, 0.089], [0.004, 0.063, -0.032], [0.047, 0.024, -0.006], [0.107, 0.144, 0.012], [0.015, -0.040, -0.010], [0.058, -0.027, 0.032], [0.027, -0.010, -0.040], [-0.048, 0.028, 0.017], [-0.144, -0.316, 1.191], [0.008, 0.027, -0.077], [0.060, -0.036, 0.003], [0.044, -0.006, 0.010], [0.047, 0.083, -0.112], [-0.107, -0.007, 0.033], [0.053, 0.021, 0.004], [-0.078, -0.032, -0.066], [0.077, -0.056, 0.015], [-0.037, 0.007, 0.018], [-1.027, -0.556, 0.026], [0.104, 0.033, -0.021], [0.090, 0.163, 0.305], [-0.001, -0.005, -0.001], [-0.154, -0.235, 0.163], [-1.785, 0.050, -0.617], [0.002, 0.006, 0.122], [0.151, -0.026, -0.076], [0.036, -0.082, 0.085], [-0.093, -0.078, 0.168], [0.030, 0.066, -0.076], [-0.015, -0.069, 0.038], [-0.010, 0.013, 0.018], [0.009, 0.031, 0.032], [-0.017, -0.024, 0.040], [0.051, -0.092, -0.020], [0.852, 0.137, 0.547], [-0.085, -0.011, -0.016], [-0.040, -0.036, 0.035], [0.011, 0.012, -0.009], [-0.070, 0.029, 0.000], [-0.015, 0.038, 0.014], [0.386, 0.398, -0.260], [0.051, -0.092, 0.010], [0.004, -0.045, -0.032], [-0.055, 0.046, -0.007], [1.704, 0.106, 0.604], [0.027, -0.062, 0.099], [-0.030, -0.026, 0.087], [0.341, -0.142, -0.896], [-0.014, -0.130, 0.057], [0.008, -0.011, -0.032], [-0.015, -0.014, 0.043], [0.108, -0.192, -0.104], [-0.046, 0.082, 0.009], [-0.180, -0.243, 0.105], [0.016, 0.017, -0.036], [0.030, -0.007, -0.043], [0.032, -0.034, 0.016], [0.050, 0.007, 0.006], [-1.508, 0.009, -1.160], [0.659, 0.070, 0.157], [-0.019, -0.034, 0.029], [0.043, -0.088, 0.026], [-1.324, 0.096, -0.493], [-0.008, 0.032, 0.003], [0.178, 0.063, 0.029], [-0.091, 0.045, -0.294], [-0.108, -0.984, 0.381], [0.069, 0.061, 0.132], [-0.115, 0.030, -0.035], [0.146, -0.079, 0.003], [-0.033, -0.022, -0.020], [-0.037, 0.026, 0.002], [-0.064, 0.151, -0.086], [-0.037, -0.025, 0.071], [-0.045, -0.054, 0.041], [-0.423, -0.019, 0.114], [-0.038, 0.089, -0.142], [4.867, -0.688, 2.036], [-0.064, 0.064, -0.074], [0.257, 0.072, -0.360], [0.018, 0.029, -0.022], [-0.005, 0.053, -0.068], [-0.576, 0.134, -0.345], [-0.074, -0.306, 0.063], [0.020, -0.014, -0.086], [-0.444, 0.582, 0.003], [-0.003, 0.094, -0.128], [0.003, -0.114, 0.043], [0.048, -0.038, -0.005], [0.661, -0.266, 0.211], [0.089, -0.115, -0.282], [-4.642, 0.732, -2.045], [-0.268, 0.216, 0.191], [0.033, 0.072, -0.055], [-0.014, -0.018, 0.036], [-0.012, 0.050, -0.020], [0.008, -0.018, 0.046], [0.226, 0.241, 0.286], [0.024, 0.094, 0.130], [-0.051, -0.036, -0.006], [-0.002, 0.053, -0.025], [0.125, -0.093, 0.073], [-0.023, 0.020, 0.029], [0.037, -0.034, 0.032], [-0.020, 0.089, 0.030], [-0.057, 0.022, 0.043], [0.302, 0.274, -0.130], [-0.058, -0.086, 0.338], [0.049, -0.044, -0.024], [-0.109, -0.037, 0.016], [0.024, -0.039, -0.006], [-0.034, -0.001, 0.011], [0.137, 0.460, -0.464], [-0.129, 0.057, 0.049], [-0.055, 0.064, -0.041], [0.026, 0.002, 0.063], [0.325, -0.137, 0.144], [0.001, 0.372, -1.154], [-0.095, -0.001, -0.006], [-0.101, -0.036, -0.018]],
  "e_lumo_ev": -4.45,
  "orbital_gap_ev": 6.565,
  "total_charge": 1,
  "multiplicity": 1
}

---

ΔE to the lowest compared entry with this formula, charge and spin in eV, matching the order above: 1.942, 4.139, 0.000, 2.584